Version w
Below is CBrCl2NO2 as an isolated structure, with properties calculated with ωB97M-V/def2-TZVPD.

The geometry in XYZ format:
```
7
Properties=species:S:1:pos:R:3:mulliken_charge:R:1
C 0.22 -0.10 0.77 0.194
N 0.91 -0.60 -0.52 0.944
O 0.91 -1.78 -0.68 -0.502
O 1.20 0.28 -1.28 -0.531
Cl -1.88 2.03 -0.48 -0.256
Cl -0.13 1.41 0.72 0.165
Br -1.22 -1.24 1.48 -0.014
```

Properties
HOMO in eV: -10.18
Lowest unoccupied orbital energy in eV: -2.48
Frontier orbital gap in Eh: 0.2830



Version x
Below is CBrCl2NO2 as an isolated structure, with properties calculated with ωB97M-V/def2-TZVPD.

The geometry in XYZ format:
```
7
Properties=species:S:1:pos:R:3:mulliken_charge:R:1
C -0.72 -0.59 0.03 0.297
N 0.45 0.53 0.07 0.793
O 0.71 0.81 1.20 -0.450
O 0.76 0.98 -0.99 -0.450
Cl -0.46 -1.60 1.50 -0.088
Cl -0.80 -1.70 -1.35 -0.078
Br -2.33 0.53 -0.12 -0.023
```

Properties
HOMO in eV: -11.20
Lowest unoccupied orbital energy in eV: -0.66
Frontier orbital gap in Eh: 0.3873



The least stable of them is version w.



Version w
Below is a 2-piece molecular cluster, C3H7N3OS overall, with properties calculated with ωB97M-V/def2-TZVPD.

The geometry in XYZ format:
```
15
Properties=species:S:1:pos:R:3:mulliken_charge:R:1
C -0.62 1.64 -0.39 -0.765
C -0.94 -0.76 0.11 -0.036
C 0.47 -0.92 0.45 0.735
H -0.54 1.95 -1.66 0.233
H -1.18 2.64 0.24 0.260
H 0.54 1.52 -0.01 0.298
H -2.45 0.64 0.21 0.322
H 0.75 0.59 1.80 0.256
H 0.49 -1.50 -1.59 0.393
H 2.40 -0.76 0.33 0.357
N -1.45 0.45 -0.14 -0.114
N 1.14 -0.12 1.27 -0.903
N 1.02 -1.94 -0.29 -0.352
O 2.41 -1.36 -0.47 -0.437
S -2.04 -2.08 0.15 -0.246
```

Properties
HOMO in eV: -8.73
Lowest unoccupied orbital energy in eV: -0.70
Frontier orbital gap in Eh: 0.2951



Version x
Below is the molecule C3H7N3OS, with properties calculated with ωB97M-V/def2-TZVPD.

The geometry in XYZ format:
```
15
Properties=species:S:1:pos:R:3:mulliken_charge:R:1
H -1.53 -2.16 -2.06 0.193
N -1.04 -1.52 -1.36 -0.550
C 0.05 -0.86 -1.67 0.059
N 0.49 0.00 -0.68 0.005
S 1.52 1.32 -0.96 -0.190
C 0.08 -0.17 0.70 0.342
C -1.58 -0.38 0.97 -0.425
O -1.87 -0.06 2.34 -0.544
N 0.96 0.16 1.51 -0.599
H 0.57 -0.04 2.46 0.297
H 0.66 -0.99 -2.67 0.301
H 2.76 0.86 -0.54 0.148
H -2.10 0.30 0.27 0.304
H -1.83 -1.41 0.68 0.291
H -2.12 0.95 2.23 0.368
```

Properties
HOMO in eV: -9.19
Lowest unoccupied orbital energy in eV: 0.64
Frontier orbital gap in Eh: 0.3614



The least stable of them is version w.



Version w
Below is CH3NO2P as an isolated structure, with properties calculated with ωB97M-V/def2-TZVPD.

The geometry in XYZ format:
```
8
Properties=species:S:1:pos:R:3:mulliken_charge:R:1
C 2.40 0.03 -0.04 0.584
N 1.05 0.46 -0.06 -0.356
O 3.35 0.78 -0.14 -0.693
O 2.33 -1.21 0.19 -0.622
P 0.15 -0.95 -0.28 -0.047
H 0.53 1.65 -1.03 0.211
H -1.09 -0.25 -0.21 -0.038
H -0.01 -1.32 1.07 -0.039
```

Properties
Charge: -1
HOMO in eV: -3.81
Lowest unoccupied orbital energy in eV: 3.85
Frontier orbital gap in Eh: 0.2817



Version x
Below is an isolated ion of composition CH3NO2P and charge -1, with properties calculated with ωB97M-V/def2-TZVPD.

The geometry in XYZ format:
```
8
Properties=species:S:1:pos:R:3:mulliken_charge:R:1
O 1.18 -0.35 2.09 -0.633
C 0.32 0.14 1.43 0.577
O -0.35 1.10 1.40 -0.579
N 0.21 -0.62 -0.11 -0.376
P -0.21 -0.14 -1.62 -0.135
H 1.21 -0.93 -0.19 0.209
H -0.73 1.22 -1.54 -0.030
H -1.62 -0.42 -1.45 -0.032
```

Properties
Charge: -1
HOMO in eV: -4.27
Lowest unoccupied orbital energy in eV: 4.47
Frontier orbital gap in Eh: 0.3211



The least stable of them is version w.



Version w
Below is a 14-piece molecular cluster, CH26F3O16S overall, with properties calculated with ωB97M-V/def2-TZVPD.

The geometry in XYZ format:
```
47
Properties=species:S:1:pos:R:3:mulliken_charge:R:1
C -9.16 -6.74 -6.72 0.652
F -9.39 -7.61 -5.76 -0.221
F -10.04 -5.74 -6.66 -0.249
F -7.94 -6.18 -6.57 -0.256
S -9.19 -7.59 -8.41 0.871
O -8.89 -6.62 -9.44 -0.806
O -8.29 -8.72 -8.44 -0.654
O -10.61 -7.98 -8.45 -0.426
O -10.65 -4.81 -10.97 -0.678
H -10.06 -5.38 -10.46 0.398
H -10.87 -5.33 -11.75 0.328
O -12.35 -8.45 -11.61 -0.662
H -12.25 -9.37 -11.88 0.282
H -12.08 -8.42 -10.68 0.367
O -5.62 -5.94 -11.02 -0.645
H -5.14 -5.49 -10.32 0.306
H -6.53 -5.95 -10.72 0.325
O -11.18 -6.12 -2.75 -0.629
H -11.17 -6.13 -3.71 0.302
H -11.95 -5.59 -2.52 0.285
O -11.99 -10.64 -8.39 -0.621
H -11.54 -11.49 -8.43 0.283
H -11.35 -10.01 -8.77 0.290
O -5.61 -8.41 -7.86 -0.614
H -5.25 -8.10 -8.69 0.299
H -6.45 -8.84 -8.12 0.416
O -8.81 -7.70 -12.18 -0.636
H -8.86 -7.28 -11.31 0.384
H -9.25 -8.55 -12.05 0.295
O -9.06 -10.50 -6.09 -0.714
H -8.88 -9.67 -6.56 0.422
H -8.58 -11.14 -6.62 0.279
O -13.20 -7.03 -8.83 -0.640
H -12.39 -7.22 -8.33 0.325
H -13.20 -6.07 -8.95 0.305
O -7.60 -3.97 -4.87 -0.679
H -7.82 -3.23 -5.45 0.302
H -8.00 -4.74 -5.30 0.342
O -8.67 -7.34 -1.74 -0.586
H -8.76 -6.85 -0.92 0.284
H -9.40 -7.01 -2.29 0.345
O -9.64 -9.77 -3.37 -0.604
H -10.61 -9.73 -3.35 0.296
H -9.41 -9.88 -4.31 0.317
O -6.26 -9.91 -10.46 -0.607
H -6.65 -9.24 -11.05 0.341
H -6.99 -10.51 -10.28 0.287
```

Properties
Charge: -1
HOMO in eV: -8.08
Lowest unoccupied orbital energy in eV: 2.25
Frontier orbital gap in Eh: 0.3799



Version x
Below is CH26F3O16S as an isolated structure, with properties calculated with ωB97M-V/def2-TZVPD.

The geometry in XYZ format:
```
47
Properties=species:S:1:pos:R:3:mulliken_charge:R:1
C 0.19 1.12 -0.18 1.156
F -0.63 1.46 -1.17 -0.333
F 1.44 1.38 -0.54 -0.282
F -0.12 1.87 0.85 -0.294
S 0.05 -0.74 0.21 -0.490
O 0.29 -1.39 -1.10 -0.443
O 1.18 -1.01 1.15 -0.049
O -1.28 -1.03 0.81 -1.161
O 3.40 1.39 -0.95 -0.603
H 2.51 1.60 -1.23 0.699
H 3.96 1.73 -1.64 0.270
O -1.07 -2.43 -1.80 -0.841
H -0.41 -1.82 -1.47 0.674
H -0.61 -3.27 -1.84 0.374
O -3.33 1.59 -1.22 -0.813
H -3.11 0.66 -1.28 0.637
H -2.50 2.05 -1.27 0.349
O -3.34 -0.62 0.82 -0.736
H -2.63 -0.34 0.24 0.609
H -3.65 0.20 1.23 0.268
O 2.91 -1.09 0.09 -0.801
H 3.34 -0.29 0.38 0.209
H 2.03 -1.03 0.46 0.469
O -0.95 4.18 -0.43 -0.659
H -1.36 4.56 0.35 0.290
H -1.03 3.23 -0.30 0.344
O -1.97 -0.94 2.95 -0.613
H -2.14 -0.77 2.02 0.718
H -2.83 -0.83 3.37 0.249
O 2.03 0.02 2.60 -0.797
H 1.61 -0.45 1.87 0.722
H 2.84 0.37 2.22 0.250
O -1.11 -2.87 1.42 -0.796
H -0.99 -2.12 0.84 0.543
H -1.62 -2.53 2.15 0.419
O 2.24 3.21 -1.49 -0.574
H 1.29 3.11 -1.51 0.297
H 2.42 3.93 -2.09 0.274
O 1.78 -0.58 -2.06 -0.909
H 0.96 -0.66 -1.57 -0.020
H 2.45 -0.94 -1.48 0.458
O 1.15 -2.92 2.08 -0.731
H 0.87 -2.10 1.67 0.480
H 2.01 -3.11 1.70 0.265
O -2.41 -0.49 -1.42 -0.743
H -1.88 -1.29 -1.35 0.363
H -1.97 0.03 -2.09 0.299
```

Properties
Charge: -1
HOMO in eV: -5.84
Lowest unoccupied orbital energy in eV: 2.27
Frontier orbital gap in Eh: 0.2981



The least stable of them is version x.



Version w
Below is the molecule C2H5B, with properties calculated with ωB97M-V/def2-TZVPD.

The geometry in XYZ format:
```
8
Properties=species:S:1:pos:R:3:mulliken_charge:R:1
B 0.43 0.66 1.00 0.077
C 0.13 -0.57 0.15 -0.149
C -0.63 -0.37 -0.97 -0.422
H 1.38 0.61 1.86 -0.062
H -0.18 1.64 0.70 -0.097
H 0.88 -1.44 0.27 0.219
H -0.77 -1.09 -1.85 0.218
H -1.24 0.56 -1.15 0.217
```

Properties
HOMO in eV: -10.73
Lowest unoccupied orbital energy in eV: -0.13
Frontier orbital gap in Eh: 0.3897



Version x
Below is a 2-piece molecular cluster, C2H5B overall, with properties calculated with ωB97M-V/def2-TZVPD.

The geometry in XYZ format:
```
8
Properties=species:S:1:pos:R:3:mulliken_charge:R:1
B -0.89 -0.19 -0.09 0.007
C 0.61 -0.70 -0.07 -0.645
C 0.19 0.78 -0.03 -0.350
H -2.89 -0.42 0.21 -0.054
H 1.12 -1.07 0.80 0.256
H 1.13 -1.06 -0.96 0.262
H 0.50 1.51 -0.80 0.277
H 0.25 1.16 0.94 0.246
```

Properties
HOMO in eV: -9.48
Lowest unoccupied orbital energy in eV: 0.12
Frontier orbital gap in Eh: 0.3528



The least stable of them is version x.



Version w
Below is an isolated ion of composition C2H3IN and charge +1, with properties calculated with ωB97M-V/def2-TZVPD.

The geometry in XYZ format:
```
7
Properties=species:S:1:pos:R:3:mulliken_charge:R:1
N 0.24 -0.06 0.01 -0.275
C 1.50 -0.63 0.26 0.094
C 2.65 -0.83 0.89 -0.425
I 4.41 -1.62 1.34 0.439
H 0.06 0.74 0.63 0.380
H -0.50 -0.78 0.16 0.394
H 0.19 0.25 -0.98 0.393
```

Properties
Charge: +1
HOMO in eV: -13.76
Lowest unoccupied orbital energy in eV: -4.50
Frontier orbital gap in Eh: 0.3404



Version x
Below is a 2-piece molecular cluster, C2H3IN overall, with properties calculated with ωB97M-V/def2-TZVPD.

The geometry in XYZ format:
```
7
Properties=species:S:1:pos:R:3:mulliken_charge:R:1
C 1.12 0.86 1.27 -0.332
C -1.31 -1.73 -1.21 0.009
N -0.83 -0.95 -0.53 -0.301
I 1.26 -0.33 2.89 0.605
H 1.51 0.34 0.32 0.344
H 0.75 1.91 1.55 0.363
H -1.71 -2.52 -1.80 0.312
```

Properties
Charge: +1
HOMO in eV: -15.88
Lowest unoccupied orbital energy in eV: -7.78
Frontier orbital gap in Eh: 0.2974



The least stable of them is version x.